Computed, not measured: C14H14Cl2CoN4O5S2 as an isolated structure, with ωB97M-V/def2-TZVPD.

Results
- 2S+1 = 2
- net charge = -2
- <S²> = 0.843
- HOMO-LUMO gap (spin up / spin down) (eV) = 6.55 / 6.55
- energy relative to the best compared isomer or geometry (same formula, charge and spin) (kcal per mole) = 39.7

Last column: Mulliken spin population.
Element x y z (Å)
Co1 0.427 -0.156 -0.057  1.007
Cl1 1.279 1.918 -1.514  0.012
C1 2.223 0.746 -2.453  -0.003
Cl2 1.469 -0.860 -2.405  0.003
H1 3.199 0.665 -1.995  0.001
H2 2.250 1.078 -3.482  0.000
S1 -1.518 -0.170 -1.246  -0.059
C2 -3.025 0.404 -0.577  0.007
S2 -3.268 0.744 1.071  -0.002
C3 -4.065 0.574 -1.512  -0.002
C4 -5.374 0.990 -1.119  -0.001
N1 -6.456 1.309 -0.867  0.000
C5 -3.892 0.359 -2.917  0.001
N2 -3.803 0.209 -4.061  0.000
O1 4.605 -3.205 3.190  0.001
C6 3.771 -2.561 2.599  0.002
C7 4.032 -1.396 1.669  0.002
O2 5.115 -0.885 1.441  0.000
C8 2.727 -1.044 1.121  0.000
C9 1.732 -1.932 1.580  -0.016
O3 0.550 -1.855 1.122  0.038
C10 2.273 -2.781 2.648  0.005
O4 1.672 -3.490 3.433  0.001
O5 2.427 -0.106 0.300  -0.008
C11 0.699 0.464 5.134  0.000
C12 -0.292 0.694 3.997  0.000
C13 -0.996 2.035 4.172  0.000
C14 -1.316 -0.449 3.970  0.000
N3 0.530 0.742 2.777  -0.003
N4 -0.218 0.928 1.578  0.019
H3 0.185 0.508 6.098  0.000
H4 1.482 1.225 5.110  0.000
H5 1.170 -0.519 5.039  0.000
H6 -1.496 2.072 5.144  0.000
H7 -1.756 2.183 3.400  -0.001
H8 -0.269 2.851 4.120  0.000
H9 -1.755 -0.587 4.964  0.000
H10 -0.829 -1.383 3.673  0.000
H11 -2.129 -0.250 3.267  0.000
H12 1.015 -0.141 2.689  0.001
H13 -0.326 1.922 1.424  -0.001
H14 -1.172 0.545 1.610  -0.004

Computed, not measured: a 7-piece molecular cluster, C22H40Br6N4 overall in a non-equilibrium geometry, with ωB97M-V/def2-TZVPD.

Results
- net charge = 0
- SMILES string = BrCCBr.BrCCBr.BrCCBr.CCCC#N.CCCC#N.CCCC#N.CCCC#N
- HOMO-LUMO gap (eV) = 10.06

Last column: Mulliken charge in e.
Element x y z (Å)
C1 -3.107 -4.212 2.987  -1.316
C2 -3.436 -2.892 2.319  0.257
C3 -3.107 -2.920 0.810  -0.460
C4 -2.667 -1.647 0.270  -0.024
N1 -2.312 -0.634 -0.131  -0.405
H1 -3.567 -4.397 3.957  0.374
H2 -2.029 -4.312 3.121  0.301
H3 -3.430 -5.044 2.349  0.344
H4 -2.758 -2.160 2.769  -0.308
H5 -4.464 -2.565 2.451  0.459
H6 -4.016 -3.261 0.300  0.389
H7 -2.422 -3.730 0.543  0.354
C5 0.045 2.275 0.517  -1.348
C6 1.154 1.429 -0.138  0.758
C7 1.120 1.316 -1.669  0.078
C8 0.837 2.585 -2.348  0.127
N2 0.635 3.554 -2.922  -0.497
H8 0.390 2.484 1.527  0.330
H9 -0.865 1.677 0.574  0.255
H10 -0.169 3.206 -0.003  0.450
H11 1.209 0.387 0.186  -0.773
H12 2.081 1.908 0.187  0.281
H13 0.322 0.625 -1.960  -0.144
H14 2.038 0.863 -2.047  0.411
C9 -0.882 3.122 -7.378  -1.038
C10 0.341 3.863 -6.914  -0.462
C11 0.244 4.478 -5.483  0.356
C12 -1.121 5.014 -5.281  0.179
N3 -2.181 5.433 -5.127  -0.526
H15 -0.726 2.834 -8.423  0.365
H16 -1.774 3.753 -7.420  0.354
H17 -1.140 2.225 -6.817  0.140
H18 0.632 4.645 -7.616  0.314
H19 1.153 3.131 -6.877  0.268
H20 0.965 5.269 -5.314  0.361
H21 0.333 3.655 -4.777  -0.225
C13 3.639 0.304 2.920  -1.121
C14 3.848 -0.696 4.065  -0.514
C15 3.502 -0.193 5.458  0.600
C16 3.923 1.166 5.734  0.080
N4 4.175 2.263 5.948  -0.485
H22 2.642 0.733 2.874  0.185
H23 3.962 -0.180 1.995  0.341
H24 4.356 1.129 2.974  0.537
H25 4.891 -1.029 4.033  0.301
H26 3.340 -1.620 3.777  0.285
H27 3.755 -0.913 6.232  0.451
H28 2.411 -0.032 5.517  -0.680
Br1 -2.345 -3.013 -3.300  -0.208
C17 -2.891 -1.372 -4.199  -0.542
C18 -2.105 -0.205 -3.657  -0.177
Br2 -2.820 1.495 -4.344  -0.171
H29 -3.956 -1.306 -4.010  0.367
H30 -2.743 -1.522 -5.264  0.428
H31 -1.037 -0.199 -3.865  0.329
H32 -2.144 -0.139 -2.570  -0.034
Br3 -0.232 -0.171 2.881  -0.007
C19 -1.171 -0.162 4.659  -0.690
C20 -0.267 -0.720 5.711  -0.638
Br4 -1.343 -1.086 7.322  -0.145
H33 -2.124 -0.641 4.472  0.450
H34 -1.332 0.904 4.784  0.397
H35 0.525 0.002 5.914  0.282
H36 0.300 -1.600 5.413  0.396
Br5 3.965 -3.008 -0.103  -0.129
C21 2.192 -2.330 0.540  -0.099
C22 1.095 -3.334 0.332  -0.081
Br6 0.569 -3.463 -1.571  -0.141
H37 2.054 -1.454 -0.080  -0.021
H38 2.415 -2.241 1.597  -0.022
H39 0.198 -3.028 0.870  -0.065
H40 1.427 -4.296 0.716  0.559

Computed, not measured: C19H48CrF6N3O21S6 as an isolated structure in a non-equilibrium geometry, with ωB97M-V/def2-TZVPD.

Results
- 2S+1 = 5
- net charge = -1
- <S²> = 6.040
- HOMO-LUMO gap (spin up / spin down) (eV) = 6.52 / 5.41

Last column: Mulliken spin population.
Element x y z (Å)
Cr1 -0.112 -2.865 -0.410  3.001
N1 0.064 -4.283 0.848  0.060
S1 -0.154 -4.449 2.344  0.020
O1 0.872 -4.139 3.319  0.010
O2 -1.244 -5.378 2.714  -0.001
F1 -0.932 -3.070 2.386  0.009
S2 0.681 -5.975 0.846  0.009
O3 -0.397 -6.926 0.521  0.003
O4 1.698 -6.304 1.830  0.001
F2 1.412 -5.853 -0.558  0.003
N2 0.136 -1.206 0.557  0.069
S3 1.534 -0.666 1.529  0.014
O5 1.394 0.105 2.765  0.005
O6 2.751 -0.409 0.713  0.007
F3 1.845 -2.135 2.118  0.005
S4 -0.445 0.243 0.661  0.024
O7 0.329 1.335 0.067  -0.004
O8 -1.356 0.477 1.747  0.000
F4 -1.471 -0.035 -0.564  0.005
N3 3.252 -4.433 -2.382  0.002
S5 3.380 -3.247 -1.105  0.001
O9 4.551 -3.239 -0.215  -0.004
O10 2.025 -2.964 -0.579  -0.075
F5 3.560 -1.970 -2.077  0.001
S6 4.652 -4.962 -2.374  -0.001
O11 4.847 -5.956 -1.388  0.000
O12 5.754 -4.017 -2.685  0.000
F6 4.522 -5.828 -3.683  0.000
C1 -0.323 -3.144 -3.012  0.019
O13 0.494 -3.219 -3.926  0.621
O14 -0.448 -2.174 -2.291  -0.028
O15 -0.023 -3.967 -2.212  0.265
C2 2.858 3.468 -0.507  0.000
C3 4.220 4.103 -0.304  0.000
C4 5.408 3.414 -0.914  0.000
O16 4.231 5.440 -0.786  0.000
H1 2.380 3.911 -1.381  0.000
H2 2.287 3.424 0.420  0.000
H3 2.922 2.440 -0.866  0.000
H4 4.389 4.034 0.770  0.000
H5 5.452 2.355 -0.661  0.000
H6 6.330 3.949 -0.684  0.000
H7 5.388 3.528 -1.998  0.000
H8 5.000 5.853 -0.386  0.000
C5 0.207 3.486 3.150  0.000
C6 1.312 3.849 4.151  0.000
C7 2.789 3.705 3.729  0.000
O17 1.144 5.204 4.592  0.000
H9 -0.235 4.314 2.596  0.000
H10 -0.632 2.946 3.589  0.000
H11 0.644 2.719 2.510  0.000
H12 1.177 3.250 5.052  0.000
H13 2.778 4.395 2.885  0.000
H14 3.103 2.683 3.516  0.000
H15 3.435 4.165 4.476  0.000
H16 0.293 5.118 5.027  0.000
C8 -5.946 -1.300 2.028  0.000
C9 -4.756 -0.701 1.120  0.000
C10 -4.716 0.816 1.307  0.000
O18 -3.583 -1.189 1.632  0.003
H17 -5.993 -2.388 2.076  0.000
H18 -6.871 -0.772 1.797  0.000
H19 -5.868 -0.972 3.065  0.000
H20 -4.840 -0.820 0.040  0.000
H21 -5.522 1.324 0.778  0.000
H22 -3.854 1.216 0.774  0.000
H23 -4.577 1.200 2.317  0.000
H24 -3.444 -0.991 2.561  0.000
C11 0.921 0.624 -2.718  0.001
C12 1.470 0.602 -4.151  -0.002
C13 2.726 1.541 -4.261  0.001
O19 1.825 -0.694 -4.467  0.005
H25 1.506 -0.025 -2.066  -0.002
H26 -0.102 0.259 -2.809  0.001
H27 0.664 1.651 -2.460  0.000
H28 0.711 1.000 -4.825  0.000
H29 3.422 1.195 -5.025  0.000
H30 3.347 1.597 -3.366  0.000
H31 2.250 2.431 -4.673  0.000
H32 1.088 -1.300 -4.361  -0.002
C14 -3.973 -3.033 -1.673  0.002
C15 -3.355 -3.562 -0.370  -0.007
C16 -2.838 -4.997 -0.531  0.030
O20 -2.241 -2.768 0.002  -0.079
H33 -3.215 -2.829 -2.429  0.000
H34 -4.574 -2.138 -1.512  -0.001
H35 -4.541 -3.750 -2.266  0.000
H36 -4.164 -3.496 0.358  0.000
H37 -1.870 -5.167 -1.002  -0.006
H38 -3.548 -5.413 -1.246  0.001
H39 -2.935 -5.643 0.341  0.002
H40 -2.735 -2.289 0.672  0.010
C17 -1.178 4.342 -0.411  0.000
C18 -2.615 3.921 -0.206  0.000
C19 -3.123 3.904 1.188  0.000
O21 -3.564 4.545 -1.034  0.000
H41 -1.165 5.432 -0.420  0.000
H42 -0.802 3.887 -1.328  0.000
H43 -0.436 3.996 0.309  0.000
H44 -2.528 2.894 -0.560  0.000
H45 -2.558 3.302 1.900  0.000
H46 -4.179 3.661 1.311  0.000
H47 -3.164 4.902 1.624  0.000
H48 -4.287 4.899 -0.510  0.000